This record from the Open Molecules 2025 dataset describes the molecule C6H4O2. The level of theory is ωB97M-V/def2-TZVPD.

The value obtained for the electronic energy is -381.3522 a.u. The calculation puts the energy above the lowest of the compared OMol25 structures with the same formula, charge and spin at 333.2 kJ/mol. The SMILES is c1cc2cocc2o1.

```
12
C6H4O2 (ωB97M-V/def2-TZVPD)
C -0.36 -0.50 1.88
C -0.29 -1.31 0.74
C 0.05 -0.42 -0.30
C 0.34 -0.51 -1.70
C 0.24 1.67 -0.95
C 0.01 0.88 0.13
H -0.95 -0.43 2.97
H -0.20 -2.37 0.88
H 0.17 -1.41 -2.35
H 0.74 2.68 -0.93
O -0.44 0.88 1.50
O 0.70 0.85 -1.88
```